130
Properties=species:S:1:pos:R:3:lowdin_charge:R:1 method="wB97M-V/def2-TZVPD" charge=+1 lumo_energy_ev=-3.6 gap_ev=8.559 total_energy_ev=-1101169.0727 fmax_ev_per_a=3.98
O -0.06 0.93 0.62 0.221
C 0.22 1.36 -0.44 -0.410
O -0.56 0.79 -1.56 -0.381
S -1.64 1.75 -2.20 1.193
C -3.14 1.59 -1.26 -0.237
C -3.91 2.94 -1.37 -0.423
C -5.39 2.77 -1.37 -0.069
O -4.50 3.34 -0.21 -0.174
C 1.30 2.32 -0.71 -0.195
C 1.19 3.43 -1.54 -0.145
C 2.28 4.28 -1.71 -0.216
C 3.49 4.01 -1.09 -0.165
C 3.58 2.90 -0.25 -0.129
C 2.50 2.07 -0.05 -0.135
H -1.93 1.07 -3.33 0.049
H -2.94 1.41 -0.20 0.131
H -3.83 0.86 -1.69 0.106
H -3.50 3.72 -2.03 0.130
H -5.80 1.98 -0.76 0.072
H -6.04 3.65 -1.38 0.012
H 0.27 3.65 -2.05 0.078
H 2.19 5.16 -2.34 0.021
H 4.32 4.68 -1.24 0.088
H 4.52 2.69 0.24 0.110
H 2.59 1.24 0.64 0.106
C 4.32 -1.57 -1.76 -1.989
Cl 4.45 -1.72 -3.51 0.549
Cl 3.53 -3.00 -1.10 0.499
Cl 5.91 -1.38 -1.04 0.541
Cl 3.33 -0.12 -1.37 0.614
C -0.64 -3.06 -2.24 -2.007
Cl 0.65 -1.91 -1.88 0.534
Cl -1.40 -3.57 -0.73 0.551
Cl -1.86 -2.29 -3.27 0.519
Cl 0.03 -4.46 -3.08 0.524
C -0.11 6.36 1.60 -2.012
Cl 0.37 5.47 0.13 0.635
Cl 1.27 7.23 2.25 0.563
Cl -1.39 7.49 1.18 0.516
Cl -0.69 5.18 2.78 0.516
C -2.08 10.10 -2.39 -2.051
Cl -2.70 8.95 -3.57 0.507
Cl -3.19 10.20 -1.02 0.496
Cl -0.49 9.57 -1.83 0.512
Cl -1.94 11.69 -3.14 0.546
C 2.10 -6.55 0.67 -2.015
Cl 1.44 -5.77 -0.78 0.427
Cl 2.73 -8.14 0.24 0.555
Cl 3.39 -5.55 1.33 0.481
Cl 0.81 -6.73 1.86 0.541
C -2.24 -8.53 -2.30 -2.040
Cl -2.83 -7.67 -3.73 0.486
Cl -1.62 -10.11 -2.78 0.540
Cl -0.95 -7.58 -1.56 0.476
Cl -3.57 -8.73 -1.15 0.535
C -5.62 6.82 -0.45 -1.998
Cl -6.66 5.94 -1.59 0.576
Cl -5.79 6.11 1.15 0.523
Cl -3.94 6.67 -0.99 0.509
Cl -6.08 8.52 -0.41 0.549
C 5.41 -4.37 4.71 -2.037
Cl 5.59 -4.19 2.96 0.488
Cl 6.50 -5.62 5.29 0.517
Cl 5.78 -2.84 5.50 0.539
Cl 3.73 -4.82 5.07 0.512
C 7.30 2.22 -2.72 -2.002
Cl 8.33 3.55 -3.26 0.548
Cl 7.10 1.06 -4.03 0.541
Cl 8.02 1.44 -1.32 0.482
Cl 5.70 2.86 -2.26 0.619
C -8.71 1.68 1.37 -2.032
Cl -7.81 3.17 1.06 0.532
Cl -8.65 0.63 -0.07 0.501
Cl -7.98 0.83 2.73 0.539
Cl -10.38 2.07 1.73 0.559
C 3.45 5.73 -6.00 -2.035
Cl 2.73 4.57 -7.11 0.532
Cl 5.19 5.79 -6.26 0.545
Cl 2.75 7.32 -6.26 0.543
Cl 3.13 5.21 -4.33 0.587
C -4.78 3.92 4.51 -2.030
Cl -4.60 3.57 2.78 0.499
Cl -3.23 4.48 5.15 0.493
Cl -6.00 5.17 4.72 0.540
Cl -5.28 2.46 5.36 0.531
C 11.12 -0.17 0.67 -2.027
Cl 11.33 0.20 2.38 0.545
Cl 11.43 1.27 -0.30 0.529
Cl 12.25 -1.43 0.20 0.535
Cl 9.45 -0.71 0.40 0.437
C -0.08 3.43 8.00 -2.048
Cl -1.08 1.97 8.00 0.508
Cl 1.61 2.99 8.24 0.535
Cl -0.25 4.24 6.43 0.480
Cl -0.60 4.51 9.28 0.536
C -3.96 -7.68 -7.56 -2.038
Cl -3.71 -7.34 -9.28 0.487
Cl -2.93 -9.02 -7.08 0.530
Cl -3.54 -6.23 -6.62 0.494
Cl -5.65 -8.10 -7.28 0.542
C -1.37 -0.47 11.22 -2.057
Cl -2.43 -1.20 10.01 0.486
Cl -1.55 -1.32 12.76 0.539
Cl 0.31 -0.58 10.68 0.519
Cl -1.81 1.23 11.42 0.512
C 10.42 -5.40 0.93 -2.051
Cl 9.64 -6.62 -0.07 0.528
Cl 12.16 -5.40 0.61 0.527
Cl 9.75 -3.81 0.56 0.471
Cl 10.14 -5.77 2.64 0.524
C -4.92 -3.36 7.92 -2.067
Cl -5.17 -1.62 7.70 0.500
Cl -6.26 -4.25 7.19 0.530
Cl -3.40 -3.84 7.14 0.518
Cl -4.83 -3.73 9.64 0.521
C -3.66 -4.08 -12.61 -2.051
Cl -3.61 -5.29 -11.31 0.467
Cl -4.52 -4.74 -14.00 0.534
Cl -4.51 -2.64 -12.02 0.518
Cl -2.02 -3.65 -13.07 0.526
C 4.94 -9.73 6.23 -2.056
Cl 3.79 -10.78 5.40 0.524
Cl 6.56 -9.98 5.55 0.522
Cl 4.48 -8.05 6.00 0.478
Cl 4.97 -10.12 7.95 0.531
C -7.03 1.49 -4.65 -2.037
Cl -7.53 0.30 -5.84 0.563
Cl -5.28 1.79 -4.82 0.501
Cl -7.91 3.00 -4.90 0.555
Cl -7.37 0.89 -3.02 0.524